1.
This record from the OMol25 dataset describes a single C4H5NO3 molecule in a non-equilibrium geometry. The level of theory is ωB97M-V/def2-TZVPD.

As for the gap between HOMO and LUMO: 9.2 eV. The total energy is -435.86229 a.u. Its energy above the lowest of the compared OMol25 structures with the same formula, charge and spin is 152.8 kJ/mol. Its structure (SMILES) is N/C=C1/OCOC1=O. The value obtained for the LUMO energy is 0.9 eV. The HOMO energy comes out at -8.3 eV.

CARTESIAN COORDINATES (ANGSTROEM)
N (-1.58, -1.58, -1.27)
C (-1.61, -0.55, -0.38)
C (-0.53, 0.15, -0.05)
O (-0.61, 1.20, 0.86)
C (0.66, 1.33, 1.45)
O (1.54, 0.63, 0.61)
C (0.87, -0.10, -0.28)
O (1.38, -1.00, -0.97)
H (-2.30, -1.70, -1.93)
H (-0.53, -1.65, -1.57)
H (-2.62, -0.31, -0.01)
H (0.81, 0.79, 2.39)
H (1.00, 2.34, 1.49)

***

2.
This record from the OMol25 dataset describes 2 unconnected molecules or ions with the total composition C4H5NO3 in a non-equilibrium geometry. The level of theory is ωB97M-V/def2-TZVPD.

As for the gap between HOMO and LUMO: 7.2 eV. The total energy is -435.73957 a.u. Its energy above the lowest of the compared OMol25 structures with the same formula, charge and spin is 475.0 kJ/mol. The value obtained for the LUMO energy is -0.7 eV. The HOMO energy comes out at -7.9 eV.

CARTESIAN COORDINATES (ANGSTROEM)
C (-0.34, 0.73, -0.48)
C (-0.96, 1.10, 0.63)
C (0.32, -0.61, 1.12)
C (0.64, -0.36, -0.24)
H (-1.75, 1.19, -2.00)
H (-0.44, 0.24, -2.41)
H (-1.61, 1.93, 0.70)
H (1.51, -0.97, 2.64)
H (1.28, -2.27, -0.77)
N (-0.74, 1.03, -1.78)
O (-0.41, 0.35, 1.70)
O (0.97, -1.48, 1.95)
O (1.53, -0.89, -1.05)

***

3.
This record from the OMol25 dataset describes a single C4H5NO3 molecule in a non-equilibrium geometry. The level of theory is ωB97M-V/def2-TZVPD.

As for the gap between HOMO and LUMO: 9.9 eV. The total energy is -435.83660 a.u. Its energy above the lowest of the compared OMol25 structures with the same formula, charge and spin is 220.3 kJ/mol. Its structure (SMILES) is NCc1coc(=O)o1. The value obtained for the LUMO energy is 0.6 eV. The HOMO energy comes out at -9.4 eV.

CARTESIAN COORDINATES (ANGSTROEM)
N (2.02, -0.74, -0.67)
C (1.40, -0.09, 0.54)
C (-0.05, 0.28, 0.32)
C (-0.84, 1.36, -0.19)
O (-2.06, 0.90, -0.29)
C (-2.17, -0.46, -0.05)
O (-3.23, -1.10, -0.03)
O (-0.93, -0.92, 0.26)
H (1.59, -1.69, -0.86)
H (1.38, -0.20, -1.36)
H (1.53, -0.60, 1.55)
H (1.95, 0.88, 0.80)
H (-0.60, 2.38, -0.01)

***

4.
This record from the OMol25 dataset describes a single C4H5NO3S molecule in a non-equilibrium geometry. The level of theory is ωB97M-V/def2-TZVPD.

As for the gap between HOMO and LUMO (alpha / beta): 6.6 / 6.6 eV. The total energy is -833.85051 a.u. Its energy above the lowest of the compared OMol25 structures with the same formula, charge and spin is 590.4 kJ/mol. The value obtained for the LUMO energy (alpha / beta) is -2.0 / -2.0 eV. The HOMO energy (alpha / beta) comes out at -8.7 / -8.6 eV.

CARTESIAN COORDINATES (ANGSTROEM)
C (0.95, 0.09, -1.29)
C (2.26, 0.36, -1.63)
C (0.19, 0.04, 1.95)
C (-1.37, -0.55, -0.73)
N (-0.18, -0.23, -1.15)
O (2.73, 1.37, -2.04)
O (-2.36, -0.72, 1.78)
O (-1.75, 1.53, 1.00)
S (-1.38, 0.18, 1.27)
H (2.95, -0.48, -1.44)
H (0.51, -0.88, 2.05)
H (0.91, 0.71, 1.67)
H (-2.01, 0.24, -0.94)
H (-1.44, -1.66, -0.49)

***

5.
This record from the OMol25 dataset describes 2 unconnected molecules or ions with the total composition C4H5NO4 in a non-equilibrium geometry. The level of theory is ωB97M-V/def2-TZVPD.

As for the gap between HOMO and LUMO: 8.2 eV. The total energy is -511.07638 a.u. Its energy above the lowest of the compared OMol25 structures with the same formula, charge and spin is 223.4 kJ/mol. Its structure (SMILES) is O=C=C=C(O)C(=O)O.N. The value obtained for the LUMO energy is -0.8 eV. The HOMO energy comes out at -9.0 eV.

CARTESIAN COORDINATES (ANGSTROEM)
O (-4.52, -1.17, -0.07)
C (-3.36, -0.82, -0.16)
C (-2.25, -0.25, -0.09)
C (-0.93, -0.18, -0.05)
O (-0.20, -1.27, -0.26)
C (-0.18, 1.14, -0.06)
O (0.97, 1.31, -0.26)
O (-0.96, 2.11, 0.42)
H (0.78, -1.01, -0.33)
H (-0.48, 2.91, 0.55)
N (2.53, -0.77, 0.14)
H (2.83, -0.46, -0.79)
H (3.23, -1.58, 0.28)
H (2.53, 0.05, 0.67)

***

6.
This record from the OMol25 dataset describes a single C4H5NOS molecule in a non-equilibrium geometry. The level of theory is ωB97M-V/def2-TZVPD.

As for the gap between HOMO and LUMO (alpha / beta): 7.7 / 7.7 eV. The total energy is -683.32753 a.u. Its energy above the lowest of the compared OMol25 structures with the same formula, charge and spin is 736.2 kJ/mol. The value obtained for the LUMO energy (alpha / beta) is -1.0 / -1.0 eV. The HOMO energy (alpha / beta) comes out at -8.7 / -8.7 eV.

CARTESIAN COORDINATES (ANGSTROEM)
C (-0.53, 1.31, -0.47)
C (1.41, 0.44, -0.58)
C (-1.29, 0.68, -1.47)
C (0.53, -1.10, 1.51)
N (-1.07, -0.11, -0.32)
O (-1.79, 0.45, -2.54)
S (0.36, -1.06, -0.27)
H (-0.78, 2.03, 0.36)
H (1.49, 0.43, -1.73)
H (0.34, 0.05, 1.68)
H (1.55, -1.49, 1.80)
H (-0.21, -1.62, 2.03)

***

7.
This record from the OMol25 dataset describes a single C4H5NOS molecule in a non-equilibrium geometry. The level of theory is ωB97M-V/def2-TZVPD.

As for the gap between HOMO and LUMO: 8.3 eV. The total energy is -683.47076 a.u. Its energy above the lowest of the compared OMol25 structures with the same formula, charge and spin is 360.1 kJ/mol. Its structure (SMILES) is O=CC(=S)N1CC1. The value obtained for the LUMO energy is -0.5 eV. The HOMO energy comes out at -8.8 eV.

CARTESIAN COORDINATES (ANGSTROEM)
O (-0.13, 2.12, -0.12)
C (0.98, 1.71, 0.05)
C (1.28, 0.20, -0.09)
S (2.73, -0.46, -0.01)
N (0.01, -0.21, -0.33)
C (-0.80, -1.51, -0.06)
C (-1.40, -0.24, 0.20)
H (1.87, 2.29, 0.11)
H (-0.92, -1.97, -1.03)
H (-0.37, -2.19, 0.78)
H (-1.37, 0.02, 1.17)
H (-1.87, 0.23, -0.67)

***

8.
This record from the OMol25 dataset describes a molecular structure, C4H5NOS in a non-equilibrium geometry. The level of theory is ωB97M-V/def2-TZVPD.

As for the gap between HOMO and LUMO: 8.7 eV. The total energy is -683.48968 a.u. Its energy above the lowest of the compared OMol25 structures with the same formula, charge and spin is 310.4 kJ/mol. The value obtained for the LUMO energy is -0.4 eV. The HOMO energy comes out at -9.1 eV.

CARTESIAN COORDINATES (ANGSTROEM)
C (-1.05, -1.27, 0.24)
C (0.25, -0.97, 0.81)
C (-1.81, 0.02, -0.15)
C (1.62, 1.01, -0.48)
N (-1.08, 1.12, 0.10)
O (-2.87, 0.01, -0.82)
S (0.26, 0.85, 0.82)
H (-1.30, -2.29, -0.02)
H (0.80, -1.51, 1.53)
H (2.54, 0.90, -0.05)
H (1.44, 1.90, -0.87)
H (1.20, 0.24, -1.10)